Record 1
Below is a structure of composition C48H53FN4NaO6, with properties calculated with ωB97M-V/def2-TZVPD.

## Properties
LUMO energy (alpha / beta) (eV): 1.1 / 1.7
Orbital gap (alpha / beta) (eV): 3.38 / 7.19
Total energy (hartree): -2793.6238

```
! RIJCOSX wB97M-V def2-TZVPD def2/J DEFGRID3
* xyz -1 1
Na -1.5479 0.8696 1.2009
O -3.3381 -0.9290 1.2680
C -4.6240 -0.2971 1.3843
C -4.4708 1.2693 1.4992
O -5.4920 1.9423 1.3187
O -3.3026 1.6541 1.7784
C -5.3203 -0.8436 2.6296
C -5.6407 -0.0409 3.7170
C -6.2018 -0.5962 4.8629
C -6.4504 -1.9577 4.9339
C -6.1307 -2.7706 3.8502
C -5.5677 -2.2152 2.7122
C -5.3630 -0.5911 0.0907
C -6.7327 -0.8136 0.0332
C -7.3676 -1.0095 -1.1886
C -6.6419 -0.9836 -2.3714
C -5.2722 -0.7528 -2.3222
C -4.6434 -0.5601 -1.1015
H -2.7988 -0.6110 2.0176
H -5.4547 1.0250 3.6682
H -6.4364 0.0414 5.7070
H -6.8821 -2.3864 5.8305
H -6.3148 -3.8379 3.8993
H -5.3020 -2.8447 1.8698
H -7.3121 -0.8141 0.9482
H -8.4381 -1.1780 -1.2139
H -7.1388 -1.1355 -3.3220
H -4.6905 -0.7174 -3.2380
H -3.5785 -0.3752 -1.0547
C 4.8635 -0.7193 5.2524
C 4.3031 0.6955 5.1513
N 3.3586 0.8584 4.0498
C 2.0223 0.7200 4.3115
C 1.0365 0.7484 3.3920
C -0.3767 0.3442 3.8566
O -0.6155 0.4743 5.0607
O -1.0795 -0.1551 2.9352
C 1.3773 1.0179 2.0109
O 0.5711 1.2659 1.1144
C 2.8236 0.9677 1.7161
C 3.2502 0.9977 0.3947
C 4.5806 0.9617 0.0900
F 4.9355 0.8936 -1.2193
C 5.5743 0.9635 1.0800
C 5.1422 0.9574 2.3960
C 3.7835 0.9165 2.7351
N 6.9508 0.9892 0.8194
C 7.4726 1.4524 -0.4615
C 7.7208 0.3188 -1.4470
N 8.6283 -0.6832 -0.8214
C 8.0529 -1.2007 0.4500
C 7.7974 -0.0459 1.4095
H 5.5955 -0.7845 6.0591
H 5.3437 -1.0195 4.3197
H 4.0571 -1.4261 5.4580
H 5.1025 1.4294 5.0543
H 3.7643 0.9453 6.0619
H 1.7523 0.5640 5.3492
H 2.5032 1.0273 -0.3909
H 5.8966 1.0139 3.1679
H 8.4234 1.9540 -0.2701
H 6.7995 2.1831 -0.8988
H 8.1942 0.6615 -2.3687
H 6.7914 -0.1904 -1.6860
H 9.5684 -0.2255 -0.6115
H 8.8626 -1.4871 -1.5058
H 8.7714 -1.9181 0.8547
H 7.1244 -1.7138 0.2088
H 8.7566 0.3898 1.6954
H 7.3307 -0.4404 2.3087
C -3.9368 4.5024 -0.7467
C -3.2635 3.5730 -1.7243
C -3.4603 3.6667 -3.1049
C -2.8704 2.7599 -3.9996
C -3.1032 2.8926 -5.4847
C -2.0983 1.7251 -3.5170
C -1.8986 1.5610 -2.1130
C -2.4653 2.5512 -1.2592
N -1.2866 0.5635 -1.4605
C -0.6044 -0.5576 -2.0803
C -1.5346 -1.4615 -2.9236
C -0.7493 -2.6656 -3.4546
C -0.2110 -3.4954 -2.2839
C 0.7174 -2.6233 -1.4321
C 1.8950 -2.1383 -2.2856
C 1.3637 -1.3114 -3.4617
C 0.4251 -2.1780 -4.3128
C 0.5924 -0.0952 -2.9375
C -0.0625 -1.4133 -0.9182
H -4.5154 5.2707 -1.2608
H -3.1991 4.9904 -0.1068
H -4.6003 3.9313 -0.0889
H -4.0911 4.4589 -3.4958
H -3.6916 3.7803 -5.7125
H -3.6395 2.0243 -5.8734
H -2.1580 2.9633 -6.0266
H -1.6704 1.0286 -4.2216
H -2.2875 2.4402 -0.1983
H -1.9651 -0.9074 -3.7588
H -2.3638 -1.7954 -2.2936
H -1.4157 -3.2809 -4.0635
H 0.3294 -4.3697 -2.6622
H -1.0425 -3.8600 -1.6715
H 1.0899 -3.2018 -0.5842
H 2.4713 -2.9914 -2.6581
H 2.5705 -1.5261 -1.6768
H 2.1995 -0.9658 -4.0732
H 0.9729 -3.0370 -4.7132
H 0.0540 -1.5992 -5.1660
H 0.2500 0.5170 -3.7745
H 1.2392 0.5386 -2.3196
H 0.5702 -0.7774 -0.2890
H -0.9125 -1.7299 -0.3010
*
```


Record 2
Below is a cluster of 2 separate species, CHCl3N3 in total, with properties calculated with ωB97M-V/def2-TZVPD.

## Properties
LUMO energy (alpha / beta) (eV): -5.4 / -11.1
⟨S²⟩: 2.02
Orbital gap (alpha / beta) (eV): 7.99 / 4.51
Total energy (hartree): -1583.0088

```
! RIJCOSX wB97M-V def2-TZVPD def2/J DEFGRID3
* xyz 1 3
C -0.8061 -1.9435 -1.3519
N 1.3019 0.4806 -2.3100
N 0.5419 -0.1469 -1.7747
N -0.0375 -0.9438 -1.0443
Cl -1.4259 -2.4141 -2.8598
Cl -1.0793 -2.8662 0.0509
Cl -0.6046 1.7441 0.3757
H -0.8209 0.3886 0.6318
*
```


Record 3
Below is an isolated molecule of C19H22N2O4, with properties calculated with ωB97M-V/def2-TZVPD.

## Properties
LUMO energy (eV): 0.7
Orbital gap (eV): 9.27
Total energy (hartree): -1147.7298
Structure (SMILES): COC(=O)[C@H](Cc1ccccc1)NC(=O)NCc1ccccc1OC

```
! RIJCOSX wB97M-V def2-TZVPD def2/J DEFGRID3
* xyz 0 1
C -5.2833 -2.2655 -0.6104
H -6.1337 -2.5312 0.0118
H -5.5252 -1.4200 -1.2576
H -4.9848 -3.1109 -1.2330
O -4.2316 -1.9146 0.2813
C -3.0993 -1.5049 -0.2835
O -2.9217 -1.4391 -1.4732
C -2.0585 -1.1042 0.7486
N -0.8189 -0.8185 0.0719
C 0.3469 -1.4013 0.5095
O 0.4328 -1.9513 1.5896
N 1.3824 -1.2963 -0.3700
H 1.2730 -0.7016 -1.1759
C 2.7425 -1.5929 0.0355
C 3.5113 -0.3377 0.3662
C 3.0944 0.4624 1.4174
C 3.7576 1.6362 1.7309
C 4.8572 2.0124 0.9832
C 5.2924 1.2273 -0.0714
C 4.6240 0.0513 -0.3932
O 4.9791 -0.7762 -1.4218
C 6.1201 -0.4596 -2.1796
H 6.2187 -1.2619 -2.9095
H 7.0203 -0.4255 -1.5577
H 6.0046 0.4937 -2.7060
H 6.1537 1.5442 -0.6383
H 5.3887 2.9231 1.2165
H 3.4217 2.2479 2.5541
H 2.2389 0.1463 1.9958
H 2.6600 -2.2274 0.9222
H 3.2437 -2.1412 -0.7641
H -0.9246 -0.5993 -0.9093
H -1.8840 -1.9305 1.4491
C -2.5691 0.1191 1.5479
C -2.9549 1.2311 0.6158
C -4.2799 1.4131 0.2411
C -4.6276 2.4004 -0.6638
C -3.6522 3.2188 -1.2066
C -2.3296 3.0490 -0.8345
C -1.9836 2.0622 0.0713
H -0.9514 1.9313 0.3618
H -1.5649 3.6884 -1.2513
H -3.9227 3.9881 -1.9148
H -5.6623 2.5316 -0.9462
H -5.0454 0.7790 0.6663
H -1.7643 0.4341 2.2131
H -3.4250 -0.1945 2.1459
*
```


Record 4
Below is a structure of composition C36H50FINO29, with properties calculated with ωB97M-V/def2-TZVPD.

## Properties
LUMO energy (eV): 1.7
Orbital gap (eV): 4.60
Total energy (hartree): -4036.0225

```
! RIJCOSX wB97M-V def2-TZVPD def2/J DEFGRID3
* xyz -1 1
C 0.8793 2.3044 2.6232
C 1.0766 3.4969 1.7092
O 1.7335 4.3855 2.1217
N 0.3926 3.5035 0.4978
C -0.4507 4.6811 0.3388
C 1.1705 3.0669 -0.6954
C 2.6776 3.5313 -0.6450
C 3.5377 2.4848 -0.0692
O 3.6722 2.1675 1.0274
F 4.2316 1.7341 -0.9933
C 1.1768 1.5202 -0.7021
C -0.1759 0.8978 -1.1580
C -1.1728 0.6844 -0.0385
I -0.9985 2.1134 -2.7689
H 1.0074 1.3510 2.1199
H 1.4715 2.3981 3.5206
H -0.1702 2.3465 2.9200
H -1.4217 4.4318 0.7690
H -0.6151 4.9047 -0.7039
H -0.1045 5.5508 0.8990
H 2.9718 3.6594 -1.6855
H 2.8246 4.4885 -0.1672
H 1.4760 1.1167 0.2716
H 1.9021 1.1764 -1.4402
H 0.0679 -0.0484 -1.6253
H -1.2412 1.5290 0.6346
H -2.1581 0.5603 -0.4781
H -0.9219 -0.2215 0.5011
C -4.5291 1.6746 -5.6450
C -3.7711 0.4344 -6.0562
O -3.7272 -0.3196 -4.8459
C -4.7646 0.0864 -4.0639
O -5.1066 -0.4540 -3.0670
O -5.3566 1.1928 -4.5855
H -5.1347 2.0879 -6.4490
H -3.8734 2.4542 -5.2536
H -4.2995 -0.1473 -6.8162
H -2.7653 0.6516 -6.4092
C 4.0919 -1.2504 1.8214
C 4.4927 -1.0494 0.3821
O 4.0202 -2.2600 -0.2421
C 3.0234 -2.7499 0.5282
O 2.3014 -3.6455 0.2050
O 2.9415 -2.0979 1.7009
H 3.8365 -0.3189 2.3202
H 4.8536 -1.7727 2.4047
H 3.9912 -0.2040 -0.0795
H 5.5663 -0.9354 0.2559
C 0.3461 -3.4738 0.3836
C -0.4699 -4.4026 -0.4774
O -1.8194 -4.0193 -0.1684
C -1.7913 -2.7397 0.2721
O -2.7545 -2.0585 0.4225
O -0.5147 -2.3308 0.4871
H 1.2965 -3.2020 -0.0701
H 0.5294 -3.8755 1.3835
H -0.2957 -4.2326 -1.5354
H -0.3066 -5.4539 -0.2467
C -0.9808 -1.4432 -4.6369
C -0.0010 -1.9659 -5.6640
O 1.0667 -2.4680 -4.8490
C 0.5531 -2.7496 -3.6259
O 1.1327 -3.3231 -2.7584
O -0.7088 -2.2832 -3.5090
H -2.0177 -1.5385 -4.9478
H -0.7893 -0.4055 -4.3573
H -0.4101 -2.7900 -6.2527
H 0.3602 -1.1930 -6.3378
C -2.5937 -1.7596 5.0445
C -2.7782 -1.4836 3.5729
O -2.7558 -0.0546 3.5103
C -2.0793 0.3928 4.5996
O -1.7425 1.5183 4.7695
O -1.8451 -0.6205 5.4765
H -2.0457 -2.6782 5.2406
H -3.5411 -1.7885 5.5882
H -1.9582 -1.8647 2.9645
H -3.7156 -1.8701 3.1823
C -5.4808 3.7075 3.2446
C -4.2091 2.9168 3.0308
O -3.6540 3.5440 1.8777
C -4.1373 4.7972 1.7953
O -3.7201 5.6058 1.0299
O -5.1420 4.9924 2.6960
H -5.7562 3.7933 4.2933
H -6.3275 3.3022 2.6864
H -3.5081 3.0166 3.8600
H -4.3797 1.8610 2.8394
C 5.7975 -6.3085 0.5581
C 5.4732 -4.8604 0.8117
O 5.6190 -4.7513 2.2326
C 6.4562 -5.7417 2.6413
O 6.9139 -5.8283 3.7334
O 6.6966 -6.6171 1.6315
H 6.2722 -6.4717 -0.4050
H 4.9190 -6.9511 0.6343
H 6.1809 -4.1813 0.3316
H 4.4704 -4.6031 0.5001
C 2.8123 -5.6634 -2.2444
C 1.7149 -6.6911 -2.1475
O 2.3673 -7.8865 -2.6012
C 3.7002 -7.7360 -2.4065
O 4.5019 -8.6061 -2.5230
O 3.9984 -6.4593 -2.0577
H 2.7307 -4.8925 -1.4831
H 2.8588 -5.1915 -3.2279
H 1.3737 -6.8425 -1.1219
H 0.8591 -6.4562 -2.7746
C -2.6939 8.3295 2.9097
C -2.8309 8.5206 1.4208
O -2.7012 9.9442 1.2791
C -2.0171 10.4095 2.3516
O -1.6024 11.5189 2.4592
O -1.8713 9.4401 3.2900
H -2.2193 7.3878 3.1730
H -3.6504 8.4052 3.4319
H -2.0293 8.0359 0.8624
H -3.7855 8.1763 1.0374
*
```


Among the records above, which one has the lowest total energy? C36H50FINO29